Record 1
{
  "formula": "C23H34B2ClF5O17",
  "method": "ωB97M-V/def2-TZVPD",
  "symbols": ["C", "C", "B", "O", "B", "C", "C", "C", "O", "C", "Cl", "C", "C", "H", "H", "H", "H", "H", "H", "H", "H", "H", "H", "H", "H", "H", "H", "H", "H", "H", "H", "H", "O", "C", "O", "C", "C", "F", "O", "H", "H", "H", "O", "C", "O", "C", "C", "F", "O", "H", "H", "H", "O", "C", "O", "C", "C", "F", "O", "H", "H", "H", "O", "C", "O", "C", "C", "F", "O", "H", "H", "H", "O", "C", "O", "C", "C", "F", "O", "H", "H", "H"],
  "coordinates": [[0.176, 1.371, -1.237], [-1.020, 1.610, -2.218], [-1.076, 0.542, -3.378], [-0.695, 0.992, -4.645], [-1.527, -1.086, -3.258], [-0.482, -2.194, -3.692], [0.826, -2.146, -2.912], [1.630, -3.448, -3.161], [1.622, -1.054, -3.380], [-2.946, -1.609, -2.776], [-4.230, -0.446, -3.303], [-3.039, -1.936, -1.297], [-2.520, -0.843, -0.365], [0.594, 0.384, -1.403], [0.936, 2.136, -1.331], [-0.202, 1.406, -0.222], [-1.953, 1.713, -1.674], [-0.845, 2.571, -2.701], [-1.329, 0.622, -5.284], [-0.243, -2.086, -4.752], [-0.914, -3.187, -3.556], [0.667, -2.051, -1.838], [2.655, -3.226, -3.412], [1.538, -4.161, -2.348], [1.210, -3.927, -4.042], [1.940, -0.558, -2.609], [-3.143, -2.535, -3.310], [-4.091, -2.094, -1.063], [-2.529, -2.869, -1.070], [-3.015, 0.087, -0.613], [-1.435, -0.776, -0.424], [-2.746, -1.110, 0.662], [2.621, -0.084, 0.789], [3.407, -0.805, 0.275], [4.730, -0.838, 0.558], [5.310, -1.933, -0.168], [4.325, -2.115, -1.297], [4.220, -3.408, -1.680], [3.100, -1.713, -0.699], [5.359, -2.812, 0.475], [6.312, -1.685, -0.508], [4.520, -1.496, -2.175], [-6.409, -1.738, 1.195], [-6.279, -0.559, 1.247], [-7.020, 0.266, 2.019], [-6.470, 1.584, 1.911], [-5.748, 1.512, 0.587], [-4.637, 2.284, 0.568], [-5.367, 0.146, 0.525], [-5.779, 1.761, 2.736], [-7.256, 2.334, 1.932], [-6.365, 1.752, -0.280], [8.667, -1.048, 1.966], [7.933, -0.469, 2.699], [7.858, 0.874, 2.810], [6.758, 1.186, 3.684], [6.620, -0.092, 4.472], [5.335, -0.346, 4.818], [7.053, -1.075, 3.543], [5.865, 1.381, 3.085], [6.981, 2.055, 4.306], [7.244, -0.143, 5.365], [-10.259, -3.601, -3.610], [-9.686, -3.037, -2.743], [-8.346, -2.826, -2.707], [-8.062, -1.990, -1.580], [-9.253, -2.242, -0.691], [-9.588, -1.143, 0.032], [-10.279, -2.512, -1.630], [-8.016, -0.949, -1.904], [-7.119, -2.264, -1.117], [-9.143, -3.092, -0.017], [7.256, 3.512, 5.628], [6.812, 4.548, 5.250], [6.486, 4.815, 3.966], [5.851, 6.099, 3.929], [6.379, 6.741, 5.191], [5.479, 7.581, 5.750], [6.567, 5.621, 6.043], [4.768, 5.972, 3.966], [6.119, 6.639, 3.026], [7.329, 7.264, 5.071]],
  "mulliken_charge": [-0.7143, -0.2952, 1.0717, -0.6141, -1.4886, -0.8424, 1.1173, -1.6877, -0.6639, 0.3577, -0.2684, -0.4500, -0.5367, -0.1591, 0.4167, 0.3160, 0.1805, 0.3317, 0.3073, 0.4332, 0.2308, 0.1523, 0.3625, 0.2935, 0.4817, 0.3264, 0.5430, 0.0294, 0.3187, -0.2061, 0.1544, 0.5283, -0.5051, 0.4937, -0.2430, -0.4433, 0.3126, -0.3118, -0.2269, 0.2752, 0.3392, 0.2761, -0.5099, 0.4994, -0.3588, -0.4975, 0.3296, -0.2963, -0.0237, 0.3018, 0.3050, 0.2525, -0.5437, 0.7095, -0.3467, 0.1523, 0.3177, -0.2690, -0.3137, 0.2618, -0.1506, 0.2658, -0.5025, 0.5518, -0.3415, 0.0349, 0.4572, -0.2940, -0.3372, 0.1847, -0.0657, 0.3033, -0.5789, 0.6999, -0.2836, -0.4030, 0.2662, -0.2818, -0.3187, 0.2842, 0.2556, 0.2904],
  "e_tot_ev": -86673.6372,
  "orbital_gap_ev": 9.459,
  "homo_energy_ev": -9.176,
  "lumo_ev": 0.28
}

Record 2
{
  "formula": "C23H34F13N2O2P2S",
  "method": "ωB97M-V/def2-TZVPD",
  "symbols": ["C", "C", "P", "C", "C", "C", "C", "N", "C", "C", "C", "C", "F", "F", "C", "F", "F", "C", "F", "F", "C", "F", "F", "C", "F", "F", "C", "F", "F", "F", "N", "P", "S", "H", "H", "H", "H", "H", "H", "H", "H", "H", "H", "H", "H", "H", "H", "H", "H", "H", "H", "C", "C", "C", "O", "C", "H", "H", "H", "H", "H", "H", "H", "H", "C", "C", "C", "O", "C", "H", "H", "H", "H", "H", "H", "H", "H"],
  "coordinates": [[-2.042, -2.934, 0.545], [-3.635, -2.686, 0.988], [-4.741, -2.118, -0.472], [-6.596, -2.015, 0.025], [-7.393, -3.039, -1.028], [-4.054, -0.436, -1.062], [-3.259, -0.149, -2.500], [-2.847, 1.336, -2.521], [-3.360, 1.924, -1.191], [-3.122, 3.476, -0.729], [-2.032, 3.669, 0.500], [-0.623, 2.856, 0.289], [-0.334, 2.859, -1.162], [-0.855, 1.411, 0.668], [0.616, 3.356, 1.247], [-0.017, 4.298, 2.249], [1.111, 2.217, 2.107], [1.784, 4.211, 0.515], [1.081, 5.318, -0.240], [2.554, 4.947, 1.588], [2.747, 3.473, -0.547], [2.354, 3.690, -1.990], [4.097, 4.147, -0.440], [3.028, 1.883, -0.381], [1.829, 0.999, -0.466], [3.861, 1.494, -1.584], [3.932, 1.439, 0.915], [4.057, 2.458, 1.978], [5.296, 1.002, 0.468], [3.286, 0.188, 1.460], [-4.068, 0.894, -0.339], [-4.780, 1.263, 1.269], [-3.612, 0.859, 2.774], [-1.320, -2.643, 1.448], [-1.734, -2.267, -0.366], [-1.970, -4.062, 0.241], [-3.996, -3.732, 1.428], [-3.589, -1.908, 1.873], [-6.819, -2.369, 1.121], [-7.072, -0.953, -0.117], [-7.819, -2.336, -1.876], [-8.234, -3.658, -0.477], [-6.570, -3.737, -1.526], [-3.051, -0.989, -3.301], [-2.319, 1.807, -3.294], [-2.762, 4.113, -1.644], [-4.184, 3.891, -0.375], [-2.495, 3.328, 1.546], [-1.897, 4.850, 0.608], [-6.077, 0.600, 1.325], [-5.069, 2.692, 1.338], [-0.701, -7.250, -2.771], [-0.869, -6.036, -3.648], [-2.113, -5.397, -3.071], [-2.137, -5.720, -1.674], [-1.150, -6.730, -1.423], [0.318, -7.645, -2.758], [-1.375, -8.047, -3.108], [-0.011, -5.365, -3.521], [-0.964, -6.272, -4.712], [-3.019, -5.812, -3.526], [-2.124, -4.311, -3.199], [-0.321, -6.260, -0.883], [-1.577, -7.514, -0.792], [8.546, 3.372, 1.708], [7.385, 2.627, 2.316], [8.054, 1.854, 3.431], [9.170, 2.640, 3.871], [9.386, 3.695, 2.924], [8.251, 4.261, 1.145], [9.102, 2.708, 1.036], [6.666, 3.340, 2.735], [6.857, 1.984, 1.608], [8.442, 0.894, 3.073], [7.381, 1.666, 4.273], [9.064, 4.633, 3.391], [10.452, 3.769, 2.691]],
  "mulliken_charge": [-0.5260, -0.4242, 0.1045, -0.5028, -0.8332, -0.0320, -0.2828, -0.0400, 0.0110, -0.8043, -0.5958, 0.9232, -0.3566, -0.3122, 0.3425, -0.3101, -0.2504, 0.7131, -0.2896, -0.2734, 0.5279, -0.2708, -0.2574, 0.4482, -0.2052, -0.3026, 0.7311, -0.2078, -0.2418, -0.2411, 0.1400, 0.1185, -0.2659, 0.3028, 0.1426, 0.0333, 0.3944, 0.1767, 0.3913, 0.2467, 0.2517, 0.2925, 0.2466, 0.3942, 0.3001, 0.3507, 0.3535, 0.2151, 0.4024, 0.1171, 0.1487, -0.5492, -0.5714, -0.1642, -0.3443, -0.4681, 0.3273, 0.2632, 0.2734, 0.3394, 0.2733, 0.0462, 0.2763, 0.3107, -0.6104, 0.1202, -0.5464, -0.3956, -0.4546, 0.3426, 0.2919, 0.2030, -0.0976, 0.2988, 0.2836, 0.2477, 0.3098],
  "total_charge": 1,
  "e_tot_ev": -96196.5580,
  "orbital_gap_ev": 6.321,
  "homo_energy_ev": -10.512,
  "lumo_ev": -4.19
}